Record 1
C42H45BrClN6O6V as an isolated structure at a distorted geometry, computed with the ωB97M-V functional and the def2-TZVPD basis.

Geometry (Å):
V (-0.3752, -0.6306, -0.3567)
C (4.0658, 0.0102, -0.0696)
C (3.1816, -1.2637, -0.0428)
C (3.8042, -2.4681, -0.7593)
C (2.7992, -1.5960, 1.3957)
C (3.6897, -1.4259, 2.4620)
C (3.3751, -1.8845, 3.7265)
C (2.1127, -2.3005, 3.9953)
C (1.1504, -2.4068, 3.0159)
C (-0.2646, -2.8262, 3.4164)
C (-0.7075, -2.2608, 4.8099)
C (-0.3002, -4.3612, 3.4223)
C (1.5059, -2.1061, 1.6979)
N (0.6046, -2.2995, 0.5942)
C (0.7869, -3.4551, -0.0369)
O (1.3468, -4.4831, 0.3107)
C (0.2112, -3.4159, -1.4463)
C (0.1059, -4.4933, -2.3101)
C (-0.5216, -4.2635, -3.5410)
C (-1.0136, -3.0251, -3.8908)
C (-0.7467, -1.9827, -2.9952)
N (-0.2234, -2.1963, -1.8137)
C (-0.9130, -0.5038, -3.3304)
O (-1.6027, -0.2355, -4.3250)
N (-0.2961, 0.3450, -2.4647)
C (-0.1529, 1.7016, -2.9033)
C (0.4236, 1.9221, -4.1639)
C (0.7735, 3.2307, -4.5628)
C (0.4843, 4.3196, -3.7176)
C (-0.0865, 4.1122, -2.5093)
C (-0.3845, 2.8198, -2.0600)
C (-0.4431, 2.6473, -0.5255)
C (-1.2766, 3.7325, 0.1989)
C (1.0059, 2.6313, -0.0530)
C (0.9912, 0.7982, -5.0517)
C (0.3528, 0.6964, -6.4581)
C (2.5276, 0.9214, -5.1476)
H (4.2052, 0.3128, -1.1258)
H (5.0189, -0.2507, 0.3160)
H (3.6174, 0.8844, 0.4233)
H (2.2221, -1.0406, -0.4863)
H (4.8055, -2.6332, -0.3638)
H (3.7925, -2.3812, -1.8473)
H (3.2641, -3.3559, -0.4659)
H (4.6784, -1.0210, 2.2542)
H (4.0940, -1.8265, 4.5451)
H (1.8860, -2.6138, 4.9953)
H (-0.9720, -2.3826, 2.7115)
H (0.0069, -2.5463, 5.5593)
H (-1.6163, -2.7402, 5.1423)
H (-0.8898, -1.1580, 4.8932)
H (0.5265, -4.7829, 4.0530)
H (-0.1592, -4.8091, 2.4237)
H (-1.2028, -4.7385, 3.8296)
H (0.5161, -5.5124, -2.0592)
H (-0.6319, -5.0677, -4.2252)
H (-1.4918, -2.7861, -4.8759)
H (1.3443, 3.3499, -5.4621)
H (0.6573, 5.3358, -4.0662)
H (-0.2967, 5.0085, -1.8991)
H (-0.9119, 1.7018, -0.2975)
H (-0.6393, 4.5630, 0.4890)
H (-2.0753, 4.1905, -0.4303)
H (-1.7466, 3.2747, 1.0799)
H (1.4974, 3.4420, -0.5816)
H (1.6032, 1.7287, -0.1927)
H (1.0401, 2.8848, 1.0001)
H (0.8383, -0.1632, -4.5878)
H (0.7632, 1.4945, -7.1491)
H (-0.7183, 0.6429, -6.4557)
H (0.7055, -0.2269, -6.9249)
H (2.8892, 1.8007, -5.6830)
H (2.9782, 0.0489, -5.6352)
H (3.0110, 0.9613, -4.1569)
N (3.1679, 2.1937, 4.3831)
C (2.1070, 1.9681, 4.0257)
C (0.8169, 1.6922, 3.4849)
C (-0.3460, 2.3182, 3.9123)
C (-1.5275, 1.8679, 3.3670)
C (-1.5321, 0.8689, 2.3746)
N (-0.3950, 0.4021, 1.8529)
C (0.7467, 0.7570, 2.4447)
H (-0.3061, 3.1661, 4.6124)
H (-2.4935, 2.3323, 3.6154)
H (-2.4783, 0.5938, 1.9112)
H (1.7045, 0.3879, 2.0875)
Br (-2.7078, -3.1142, 0.6382)
C (-3.3165, -1.3279, 0.5295)
C (-4.5583, -1.1407, 1.0819)
C (-5.0476, 0.1362, 0.9834)
C (-4.3560, 1.1339, 0.3128)
C (-3.1343, 0.8137, -0.2790)
N (-2.5844, -0.3872, -0.1232)
H (-5.0704, -1.9452, 1.6070)
H (-5.9856, 0.3763, 1.4172)
H (-4.7590, 2.1432, 0.2040)
H (-2.6399, 1.5988, -0.8552)
O (-4.9195, 2.7395, 2.6275)
Cl (-4.7806, 3.9132, 3.4550)
O (-5.9936, 4.7238, 3.3811)
O (-4.5145, 3.5174, 4.8119)
O (-3.6968, 4.6783, 2.8820)

Computed properties:
Largest force on an atom, hartree/bohr: 0.044
Net charge: -1
Energy above the lowest of the compared OMol25 structures with the same formula, charge and spin, kcal per mole: 24.34
2S+1: 4
Calculated total energy, eV: -173759.8111
HOMO energy (spin up / spin down), eV: -5.432 / -5.915

Atom charges from the Mulliken analysis, given in e for atoms 1 to 6: 0.807, -1.816, 2.370, -1.807, 0.298, -0.283

=====

Record 2
C42H45N5O3PPtS5 as an isolated structure at a distorted geometry, computed with the ωB97M-V functional and the def2-TZVPD basis.

Geometry (Å):
Pt (-0.4885, -0.0145, 0.0566)
N (2.2255, -5.0801, 5.7385)
C (1.2513, -4.3909, 5.0555)
C (0.5022, -5.0233, 4.0579)
C (-0.4319, -4.3207, 3.3288)
C (-0.6455, -2.9704, 3.5990)
C (0.0648, -2.3361, 4.6156)
C (1.0159, -3.0351, 5.3267)
S (-1.8598, -2.0856, 2.7222)
O (-2.0514, -0.8207, 3.3702)
O (-2.9823, -2.9385, 2.4940)
N (-1.2623, -1.6811, 1.1980)
C (-1.0894, -2.5928, 0.2003)
N (-1.3088, -3.8977, 0.2834)
C (-1.2333, -4.5765, -0.8532)
C (-0.8965, -3.9940, -2.0781)
C (-0.5681, -2.6628, -2.0426)
N (-0.6597, -1.9712, -0.9063)
H (2.2300, -6.0828, 5.7020)
H (2.6273, -4.6634, 6.5583)
H (0.6541, -6.0802, 3.8695)
H (-1.0122, -4.8063, 2.5547)
H (-0.1701, -1.3085, 4.8641)
H (1.5752, -2.5424, 6.1143)
H (-1.4521, -5.6373, -0.7854)
H (-0.8624, -4.5615, -2.9964)
H (-0.2035, -2.1336, -2.9126)
S (1.0008, -0.2092, 2.0934)
C (-0.1244, 0.9666, 2.5717)
C (-0.1253, 1.6531, 3.7838)
C (-1.1767, 2.5005, 4.0431)
C (-2.2019, 2.6423, 3.1023)
C (-2.1039, 1.9766, 1.9121)
N (-1.0535, 1.1720, 1.6475)
H (0.6806, 1.4995, 4.4892)
H (-1.2096, 3.0547, 4.9729)
H (-3.0609, 3.2699, 3.2911)
H (-2.8473, 2.0893, 1.1449)
O (1.4393, -0.2014, -0.9465)
C (2.7657, -0.2186, -0.4411)
C (3.2115, 1.1299, 0.1327)
C (2.4626, 2.2576, 0.2164)
C (3.1716, 3.3765, 0.7444)
C (4.4629, 3.0697, 1.0333)
S (4.8184, 1.4450, 0.6556)
C (2.9626, -1.4016, 0.5058)
C (2.3056, -2.5914, 0.3720)
C (2.7291, -3.5869, 1.2999)
C (3.7180, -3.1337, 2.1132)
S (4.1341, -1.5114, 1.7613)
C (3.6314, -0.4833, -1.6871)
C (4.2576, -1.6405, -2.0542)
C (4.9461, -1.5305, -3.2988)
C (4.8186, -0.2954, -3.8509)
S (3.8729, 0.7398, -2.8744)
H (1.4323, 2.2802, -0.0952)
H (2.7427, 4.3595, 0.8883)
H (5.2315, 3.7096, 1.4399)
H (1.5506, -2.7452, -0.3823)
H (2.3272, -4.5910, 1.3439)
H (4.2338, -3.6615, 2.9038)
H (4.2421, -2.5408, -1.4557)
H (5.5136, -2.3355, -3.7465)
H (5.2470, 0.0735, -4.7720)
C (-1.0893, 2.4968, -4.2485)
C (-0.4771, 1.6114, -3.1594)
C (0.8406, 2.2590, -2.7266)
C (-0.1869, 0.2037, -3.6994)
P (-1.4970, 1.4344, -1.6023)
C (-1.6981, 3.1685, -1.0888)
C (-2.5770, 4.0079, -1.7813)
C (-2.7122, 5.3386, -1.4231)
C (-1.9819, 5.8555, -0.3596)
C (-1.1010, 5.0372, 0.3293)
C (-0.9533, 3.7073, -0.0420)
C (-3.2599, 0.7552, -1.9484)
C (-4.2103, 1.3138, -0.8808)
C (-3.2697, -0.7655, -1.7718)
C (-3.7999, 1.0409, -3.3529)
H (-0.3730, 2.5221, -5.0735)
H (-1.2277, 3.5227, -3.9088)
H (-2.0261, 2.1252, -4.6467)
H (1.4373, 2.4556, -3.6203)
H (1.4021, 1.5905, -2.0870)
H (0.6837, 3.2115, -2.2161)
H (0.4951, 0.2837, -4.5499)
H (-1.0963, -0.2999, -4.0445)
H (0.3034, -0.4005, -2.9368)
H (-3.1663, 3.6303, -2.6038)
H (-3.3912, 5.9746, -1.9765)
H (-2.0965, 6.8943, -0.0763)
H (-0.5270, 5.4300, 1.1592)
H (-0.2450, 3.0909, 0.4890)
H (-3.8824, 1.0234, 0.1167)
H (-5.1978, 0.8744, -1.0392)
H (-4.3150, 2.3962, -0.9172)
H (-2.9584, -1.0584, -0.7752)
H (-2.6347, -1.2637, -2.5029)
H (-4.2935, -1.1216, -1.9131)
H (-3.8785, 2.1005, -3.5882)
H (-4.8088, 0.6223, -3.4033)
H (-3.2057, 0.5512, -4.1230)

Computed properties:
Largest force on an atom, hartree/bohr: 0.038
Net charge: +1
Energy above the lowest of the compared OMol25 structures with the same formula, charge and spin, kcal per mole: 64.67
Calculated total energy, eV: -124581.2607
HOMO energy (spin up / spin down), eV: -10.240 / -10.234

Atom charges from the Mulliken analysis, given in e for atoms 1 to 6: 2.972, -0.552, 1.209, -0.885, -0.437, -0.472